Entry 1:
# C27H20N4O2PtS2Sb

A molecular structure, C27H20N4O2PtS2Sb at a distorted geometry (wB97M-V/def2-TZVPD, the Open Molecules 2025 dataset).

Element x y z (Å)
1 Pt -0.110 -1.387 1.456
2 S 0.764 -2.135 3.734
3 C -0.048 -3.574 3.274
4 S -1.258 -3.328 2.043
5 C 0.208 -4.819 3.814
6 C -0.520 -5.961 3.455
7 N -1.102 -6.923 3.207
8 C 1.275 -5.038 4.695
9 N 2.158 -5.267 5.398
10 C -5.538 0.481 -0.904
11 C -4.555 0.197 -1.834
12 C -3.218 0.318 -1.493
13 C -2.848 0.723 -0.220
14 C -3.843 0.995 0.708
15 C -5.179 0.879 0.372
16 Sb -0.777 0.968 0.424
17 C 0.078 0.503 -1.470
18 C 0.115 -0.838 -1.823
19 C 0.826 -1.251 -2.935
20 C 1.508 -0.320 -3.702
21 C 1.480 1.019 -3.349
22 C 0.768 1.427 -2.234
23 C -0.948 3.108 0.226
24 C -1.555 3.644 -0.898
25 C -1.767 5.007 -0.992
26 C -1.382 5.840 0.046
27 C -0.776 5.306 1.170
28 C -0.556 3.942 1.257
29 H -6.582 0.389 -1.169
30 H -4.830 -0.129 -2.828
31 H -2.454 0.089 -2.226
32 H -3.559 1.298 1.708
33 H -5.941 1.088 1.110
34 H -0.399 -1.572 -1.201
35 H 0.871 -2.301 -3.191
36 H 2.073 -0.637 -4.569
37 H 2.031 1.745 -3.933
38 H 0.769 2.467 -1.934
39 H -1.872 2.988 -1.699
40 H -2.243 5.420 -1.871
41 H -1.556 6.904 -0.023
42 H -0.483 5.953 1.986
43 H -0.078 3.516 2.129
44 C 4.423 -3.348 0.188
45 N 3.820 -2.040 0.251
46 C 4.531 -0.892 0.159
47 C 3.946 0.316 0.270
48 C 2.518 0.396 0.528
49 O 1.918 1.473 0.650
50 N 1.869 -0.784 0.610
51 C 2.443 -1.985 0.460
52 O 1.795 -3.024 0.486
53 H 5.453 -3.267 -0.157
54 H 3.841 -3.973 -0.490
55 H 4.394 -3.821 1.172
56 H 5.591 -1.012 -0.024
57 H 4.511 1.228 0.188

Properties
Relative energy (zero: lowest compared OMol25 entry of this formula, charge and spin) in eV: 2.6590
Net charge: -1
HOMO-LUMO gap (spin up / spin down) in eV: 6.0612 / 6.3109
Max |F| in eV/Å: 1.921

Entry 2:
# C2HN2OS2

A gas-phase ion, C2HN2OS2 (charge -1) at a distorted geometry (wB97M-V/def2-TZVPD, the Open Molecules 2025 dataset).

Element x y z (Å)
1 C 0.608 -0.814 0.000
2 C -1.254 0.247 0.000
3 N -0.720 -0.960 0.000
4 N 0.906 0.522 -0.001
5 O -0.286 1.249 0.000
6 S 1.805 -1.951 0.000
7 S -2.835 0.686 0.000
8 H 1.776 1.021 0.000

Properties
Relative energy (zero: lowest compared OMol25 entry of this formula, charge and spin) in eV: 1.3999
Structure (SMILES): S=c1nc([S-])o[nH]1
Net charge: -1
HOMO-LUMO gap in eV: 7.9152
Max |F| in eV/Å: 1.205

Entry 3:
# C3H8N2

C3H8N2 in the gas phase at a distorted geometry (wB97M-V/def2-TZVPD, the Open Molecules 2025 dataset).

Element x y z (Å)
1 C 0.785 -0.383 -1.658
2 C 0.224 -0.136 -0.290
3 C -0.281 -1.306 0.416
4 H 0.910 0.418 -2.492
5 H 1.837 -0.830 -1.562
6 H 0.096 -1.185 -2.105
7 H -1.390 -1.300 0.651
8 H 0.208 -1.536 1.360
9 H 0.112 -2.171 -0.196
10 H -0.723 2.024 1.752
11 H -0.318 0.378 2.010
12 N -0.070 1.078 0.099
13 N -0.659 1.087 1.297

Properties
Relative energy (zero: lowest compared OMol25 entry of this formula, charge and spin) in eV: 2.6690
Structure (SMILES): CC(C)=NN
Net charge: 0
HOMO-LUMO gap in eV: 9.2787
Max |F| in eV/Å: 3.736

Entry 4:
# C33H69Al2Cl2F5N2O8

A molecular structure, C33H69Al2Cl2F5N2O8 at a distorted geometry (wB97M-V/def2-TZVPD, the Open Molecules 2025 dataset).

Element x y z (Å)
1 C 2.342 -4.525 0.289
2 C 1.658 -5.430 1.325
3 C 0.835 -6.510 0.668
4 C -0.492 -6.063 0.129
5 O -1.421 -5.844 1.205
6 C -2.529 -5.103 0.815
7 C -3.662 -6.003 0.522
8 C -3.864 -6.976 1.663
9 O -4.630 -6.752 2.566
10 C -2.919 -4.074 1.832
11 O -1.905 -3.368 2.494
12 C -0.975 -2.676 1.713
13 C -1.539 -1.815 0.607
14 O -1.531 -2.348 -0.682
15 C -0.392 -1.970 -1.514
16 C -0.091 -3.082 -2.474
17 H 3.405 -4.486 0.436
18 H 2.137 -4.887 -0.709
19 H 2.004 -3.513 0.390
20 H 2.456 -5.897 1.898
21 H 1.088 -4.823 2.012
22 H 1.400 -6.908 -0.162
23 H 0.628 -7.295 1.395
24 H -0.872 -6.815 -0.553
25 H -0.385 -5.172 -0.469
26 H -4.579 -5.452 0.395
27 H -3.507 -6.548 -0.404
28 H -3.262 -7.894 1.667
29 H -3.665 -3.410 1.410
30 H -3.435 -4.616 2.623
31 H -0.461 -2.012 2.391
32 H -0.214 -3.319 1.302
33 H -2.541 -1.507 0.899
34 H -0.917 -0.890 0.561
35 H 0.479 -1.742 -0.917
36 H -0.687 -1.120 -2.120
37 H 0.591 -3.777 -2.003
38 H -0.987 -3.628 -2.710
39 H 0.371 -2.696 -3.365
40 C -2.966 1.258 -5.175
41 C -2.416 0.019 -4.523
42 O -1.223 -0.089 -4.228
43 N -3.270 -0.987 -4.248
44 C -4.698 -1.080 -4.500
45 H -2.153 1.963 -5.311
46 H -3.397 1.023 -6.148
47 H -3.722 1.719 -4.540
48 H -2.825 -1.779 -3.815
49 H -5.228 -1.219 -3.550
50 H -4.879 -1.970 -5.153
51 H -5.067 -0.186 -4.988
52 Al -1.988 0.335 -0.391
53 C -1.478 5.306 1.520
54 C -1.195 3.832 1.725
55 O -1.577 3.068 0.594
56 H -2.547 5.473 1.378
57 H -1.142 5.891 2.377
58 H -0.966 5.670 0.629
59 H -1.724 3.461 2.604
60 H -0.140 3.649 1.868
61 H -1.100 3.395 -0.183
62 F 1.435 4.504 2.618
63 C 2.388 5.447 2.577
64 C 2.333 6.690 3.157
65 C 3.463 7.494 3.023
66 C 4.584 7.045 2.322
67 C 4.589 5.781 1.733
68 C 3.465 4.990 1.870
69 H 1.456 7.014 3.702
70 H 3.471 8.476 3.474
71 H 5.449 7.687 2.229
72 H 5.443 5.431 1.171
73 H 3.386 3.990 1.460
74 F -0.164 1.197 0.075
75 Al 0.980 2.175 -0.730
76 F 1.193 1.597 -2.275
77 F 2.447 2.150 0.090
78 F 0.393 3.759 -0.790
79 Cl -4.656 -3.178 -6.869
80 C 2.261 1.557 3.610
81 C 3.696 1.248 3.231
82 C 3.871 -0.048 2.443
83 C 3.506 -1.364 3.109
84 C 4.178 -1.633 4.439
85 C 5.704 -1.713 4.326
86 H 1.847 0.797 4.268
87 H 2.196 2.515 4.130
88 H 1.641 1.612 2.716
89 H 4.317 1.229 4.135
90 H 4.081 2.057 2.609
91 H 4.928 -0.111 2.149
92 H 3.301 0.031 1.513
93 H 3.723 -2.173 2.402
94 H 2.278 -1.480 3.306
95 H 3.805 -2.581 4.839
96 H 3.901 -0.866 5.166
97 H 6.004 -2.502 3.633
98 H 6.145 -1.936 5.299
99 H 6.130 -0.773 3.976
100 C -2.885 7.903 -3.911
101 O -2.358 7.671 -5.204
102 C -1.434 6.595 -5.255
103 C -2.070 5.300 -5.708
104 O -3.065 4.836 -4.811
105 C -4.379 5.193 -5.195
106 H -3.802 8.478 -4.027
107 H -3.116 6.971 -3.392
108 H -2.178 8.483 -3.308
109 H -0.950 6.462 -4.283
110 H -0.663 6.870 -5.979
111 H -1.291 4.533 -5.747
112 H -2.485 5.406 -6.715
113 H -4.755 4.503 -5.960
114 H -4.429 6.214 -5.580
115 H -5.013 5.118 -4.313
116 Cl 0.594 -1.527 3.573
117 N 2.577 -8.590 2.923
118 H 2.235 -9.547 2.820
119 H 1.830 -7.996 3.293
120 H 3.376 -8.576 3.561
121 H 2.859 -8.225 2.008

Properties
Relative energy (zero: lowest compared OMol25 entry of this formula, charge and spin) in eV: 0.0000
Net charge: 0
HOMO-LUMO gap in eV: 1.7055
Max |F| in eV/Å: 4.375

Entry 5:
# C43H61N3O2PSn

A molecular structure, C43H61N3O2PSn (wB97M-V/def2-TZVPD, the Open Molecules 2025 dataset).

Element x y z (Å)
1 Sn 1.018 0.949 0.508
2 C -3.006 3.478 -1.145
3 C -2.984 2.426 -2.253
4 C -4.377 2.249 -2.869
5 C -2.458 1.091 -1.774
6 C -2.926 0.516 -0.595
7 C -2.472 -0.718 -0.141
8 C -3.211 -1.419 1.004
9 C -4.204 -2.433 0.406
10 C -4.042 -0.515 1.924
11 C -1.468 -1.384 -0.889
12 C -1.140 -0.914 -2.182
13 C -1.604 0.341 -2.566
14 C -0.490 -1.788 -3.244
15 C -1.603 -2.385 -4.122
16 C 0.502 -1.060 -4.158
17 C -0.944 -2.698 -0.383
18 C -1.616 -3.871 -0.727
19 C -1.267 -5.111 -0.217
20 C -0.209 -5.216 0.675
21 C 0.510 -4.082 0.998
22 C 0.173 -2.831 0.456
23 P 1.458 -1.623 0.845
24 C 2.947 -1.954 -0.231
25 C 3.452 -3.401 -0.115
26 C 2.498 -1.747 -1.676
27 C 4.064 -0.977 0.128
28 C 1.898 -1.633 2.685
29 C 2.382 -0.224 3.064
30 C 0.643 -2.023 3.486
31 C 3.034 -2.600 3.068
32 H -3.303 4.447 -1.547
33 H -2.022 3.596 -0.681
34 H -3.728 3.225 -0.365
35 H -2.308 2.775 -3.039
36 H -5.103 1.967 -2.103
37 H -4.379 1.476 -3.637
38 H -4.715 3.181 -3.324
39 H -3.710 1.022 -0.046
40 H -2.480 -1.982 1.604
41 H -4.830 -1.940 -0.340
42 H -4.856 -2.824 1.187
43 H -3.713 -3.279 -0.066
44 H -4.882 -0.076 1.384
45 H -3.504 0.302 2.401
46 H -4.474 -1.121 2.721
47 H -1.328 0.728 -3.541
48 H 0.022 -2.619 -2.757
49 H -2.192 -1.587 -4.576
50 H -2.286 -3.020 -3.560
51 H -1.172 -2.984 -4.925
52 H -0.021 -0.469 -4.912
53 H 1.116 -1.785 -4.693
54 H 1.165 -0.391 -3.608
55 H -2.455 -3.797 -1.403
56 H -1.830 -5.990 -0.501
57 H 0.068 -6.171 1.100
58 H 1.359 -4.191 1.655
59 H 2.695 -4.121 -0.419
60 H 3.823 -3.661 0.873
61 H 4.288 -3.497 -0.811
62 H 1.784 -2.510 -1.978
63 H 3.371 -1.837 -2.325
64 H 2.043 -0.772 -1.847
65 H 4.469 -1.122 1.126
66 H 3.753 0.067 0.030
67 H 4.888 -1.129 -0.574
68 H 1.590 0.528 3.021
69 H 3.246 0.094 2.474
70 H 2.703 -0.227 4.108
71 H 0.704 -1.574 4.477
72 H 0.577 -3.101 3.611
73 H -0.293 -1.704 3.022
74 H 3.990 -2.354 2.612
75 H 2.807 -3.643 2.871
76 H 3.162 -2.507 4.149
77 C 1.246 2.412 -4.885
78 O 0.762 1.925 -3.601
79 C 1.567 1.708 -2.613
80 O 1.057 1.272 -1.547
81 N 2.872 1.972 -2.735
82 N 3.722 1.826 -1.633
83 H 0.358 2.512 -5.497
84 H 1.920 1.680 -5.329
85 H 1.718 3.386 -4.762
86 H 3.241 2.300 -3.617
87 H 4.162 2.720 -1.435
88 H 4.451 1.161 -1.870
89 N -0.884 1.072 1.803
90 C -0.621 1.600 3.136
91 C -1.123 0.926 4.237
92 C -0.847 1.387 5.514
93 C -0.058 2.514 5.685
94 C 0.427 3.192 4.577
95 C 0.144 2.757 3.283
96 C 0.629 3.555 2.127
97 C 0.536 4.946 2.220
98 C 1.023 5.782 1.230
99 C 1.633 5.242 0.110
100 C 1.717 3.865 -0.027
101 C 1.184 3.030 0.951
102 H -1.438 0.219 1.861
103 H -1.457 1.714 1.251
104 H -1.753 0.055 4.103
105 H -1.255 0.871 6.372
106 H 0.168 2.875 6.679
107 H 1.043 4.070 4.716
108 H 0.066 5.372 3.096
109 H 0.936 6.855 1.343
110 H 2.042 5.885 -0.658
111 H 2.219 3.473 -0.893

Properties
Relative energy (zero: lowest compared OMol25 entry of this formula, charge and spin) in eV: 0.0000
Net charge: +3
HOMO-LUMO gap in eV: 6.7578
Max |F| in eV/Å: 0.625

Entry 6:
# C5H11NO

C5H11NO in the gas phase at a distorted geometry (wB97M-V/def2-TZVPD, the Open Molecules 2025 dataset).

Element x y z (Å)
1 C 0.171 0.167 -1.872
2 O 0.682 -1.082 -1.198
3 C 0.278 1.347 -0.882
4 C -0.439 1.096 0.382
5 C 0.471 0.262 1.362
6 C -0.787 -2.055 1.203
7 N 0.096 -1.180 1.413
8 H -0.981 0.080 -2.179
9 H 0.966 0.211 -2.677
10 H 0.669 -1.407 -0.194
11 H 0.157 2.317 -1.320
12 H 1.381 1.417 -0.623
13 H -1.419 0.723 0.275
14 H -0.527 2.091 0.940
15 H 0.418 0.593 2.397
16 H 1.446 0.275 0.780
17 H -1.214 -2.682 1.901
18 H -1.367 -2.172 0.293

Properties
Relative energy (zero: lowest compared OMol25 entry of this formula, charge and spin) in eV: 4.9724
Structure (SMILES): C=NCCCCO
Net charge: 0
HOMO-LUMO gap in eV: 9.0024
Max |F| in eV/Å: 3.839

| no. | molecular weight (g/mol) |
| --- | --- |
| 1 | 813.46 |
| 2 | 133.18 |
| 3 | 72.11 |
| 4 | 841.78 |
| 5 | 801.67 |
| 6 | 101.15 |